Formula: C6H11N
Source: the Open Molecules 2025 dataset
Level of theory: ωB97M-V/def2-TZVPD

As for the SMILES: C=CN=C.C=CC. The calculation puts the HOMO energy at -9.23 eV.

```
18
Properties=species:S:1:pos:R:3:forces:R:3
C -0.16627 1.81874 1.08205 -0.256 0.118 -0.138
C -1.22897 2.02277 0.30353 0.365 -0.050 0.188
N -2.48365 2.41047 0.78752 -0.050 0.146 -0.098
C -3.05697 1.62951 1.59672 -0.046 0.292 -0.049
H -0.19551 2.09363 2.12852 -0.080 -0.298 0.093
H 0.75370 1.42106 0.68513 0.139 0.300 -0.121
H -1.17172 1.97773 -0.77831 -0.002 -0.249 -0.014
H -4.01690 1.93442 1.99897 -0.063 -0.117 0.116
H -2.62087 0.67393 1.89277 -0.020 -0.068 0.045
C 2.12740 -2.56996 -2.07350 -0.027 0.279 0.086
C 1.88345 -1.45218 -1.40408 -0.141 0.021 0.199
C 1.01427 -1.35383 -0.17895 0.210 -0.446 -0.329
H 2.76089 -2.57043 -2.94954 0.003 -0.072 -0.024
H 1.68769 -3.50539 -1.75503 0.020 -0.119 -0.035
H 2.32579 -0.51598 -1.73248 0.054 -0.037 -0.098
H 0.14157 -0.73313 -0.37597 0.015 0.141 0.125
H 0.66281 -2.34261 0.12004 -0.014 0.007 -0.004
H 1.58325 -0.93876 0.65262 -0.107 0.152 0.058
```
Positions in Å, forces in eV/Å.

The net atomic charges from natural (NBO), expressed in e, are: -0.458 -0.037 -0.405 -0.041 0.202 0.206 0.203 0.175 0.156 -0.408 -0.165 -0.648 0.199 0.188 0.189 0.220 0.209 0.214

=====

Formula: C6H11N
Source: the Open Molecules 2025 dataset
Level of theory: ωB97M-V/def2-TZVPD

The calculation puts the HOMO energy at -9.01 eV.

```
18
Properties=species:S:1:pos:R:3:forces:R:3
C -0.78310 1.48327 -1.55767 -0.083 -0.019 -0.034
C 0.27620 1.23782 -0.48457 0.013 0.098 -0.037
C 0.40676 -0.17945 0.09501 0.192 0.113 -0.144
C 0.07119 -0.96571 2.63641 -2.716 0.070 -1.121
C 0.51428 -1.27348 -0.96687 0.033 -0.041 -0.131
C -0.46789 -0.53559 1.24771 1.508 -0.447 1.716
N -1.54699 -0.72031 1.79391 0.942 -0.281 0.780
H -0.61222 0.87668 -2.45414 -0.023 0.061 0.183
H -0.74397 2.53211 -1.87174 -0.037 -0.157 0.057
H -1.79871 1.28411 -1.19996 0.138 -0.027 0.011
H 0.13366 1.94910 0.33886 0.035 -0.135 -0.100
H 1.26164 1.45695 -0.91375 -0.123 0.080 0.023
H 0.08236 -0.30353 3.49708 0.020 0.253 -0.435
H 0.15914 -2.01758 2.90846 -0.090 0.184 -0.423
H 1.33960 -0.19582 0.65862 0.300 0.165 -0.431
H 0.55849 -2.27622 -0.52938 -0.016 0.193 0.002
H -0.30125 -1.25024 -1.69385 0.009 -0.008 0.186
H 1.45080 -1.10209 -1.50413 -0.102 -0.101 -0.102
```
Positions in Å, forces in eV/Å.

The net atomic charges from natural (NBO), expressed in e, are: -0.616 -0.380 -0.283 -0.400 -0.596 0.233 -0.277 0.204 0.216 0.212 0.211 0.204 0.199 0.195 0.232 0.220 0.213 0.213

=====

Formula: C6H11N
Source: the Open Molecules 2025 dataset
Level of theory: ωB97M-V/def2-TZVPD

As for the SMILES: C=C/C=C(\C)NC. The calculation puts the HOMO energy at -7.66 eV.

```
18
Properties=species:S:1:pos:R:3:forces:R:3
C 1.59336 2.26641 1.00799 1.610 2.691 -0.612
C 0.53113 2.34517 0.18295 1.098 -0.871 0.714
C -0.37383 1.24966 -0.10261 -2.102 1.071 1.006
C -0.21383 -0.06363 -0.11866 -1.949 -2.510 0.454
C 1.01748 -0.91206 -0.11114 1.320 2.161 1.879
N -1.41248 -0.90598 -0.05034 1.506 0.848 0.468
C -1.47363 -2.23013 -0.61429 1.800 0.795 -0.879
H 2.23816 3.23139 0.97041 -1.037 -1.663 0.504
H 2.03828 1.49648 1.66445 -0.898 0.070 -0.779
H 0.29835 3.31966 -0.25544 0.169 -0.353 -0.005
H -1.45116 1.53722 0.05536 0.916 -0.117 -0.717
H 1.90151 -0.22021 -0.19856 -0.705 -0.910 -0.773
H 1.24447 -1.35770 0.89479 -0.794 0.078 -0.778
H 0.87829 -1.67050 -0.83508 0.719 -0.724 -0.746
H -2.30344 -0.52003 -0.24515 -0.206 1.488 0.086
H -0.81517 -2.22866 -1.54060 -1.131 -0.811 0.777
H -2.50588 -2.36588 -0.81213 -0.837 -0.599 -0.730
H -1.19162 -2.97121 0.10807 0.520 -0.642 0.132
```
Positions in Å, forces in eV/Å.

The net atomic charges from natural (NBO), expressed in e, are: -0.420 -0.199 -0.340 0.236 -0.675 -0.621 -0.403 0.189 0.207 0.207 0.196 0.240 0.231 0.220 0.371 0.174 0.200 0.188

=====

Formula: C6H11N
Source: the Open Molecules 2025 dataset
Level of theory: ωB97M-V/def2-TZVPD

The calculation puts the HOMO energy (alpha / beta) at -7.45 / -7.44 eV.

```
18
Properties=species:S:1:pos:R:3:forces:R:3
C -1.06856 -1.34540 0.44775 0.219 -0.100 0.158
C -1.95621 1.42408 -0.42381 2.181 0.288 1.427
N -0.27216 -0.32570 -0.22892 5.467 -4.277 -0.151
C -0.01436 0.82227 0.24655 -5.683 3.982 -0.619
C 1.65198 -0.94941 0.08822 -1.946 -0.604 -0.993
C 0.67998 1.84516 0.68011 0.646 -0.226 -0.297
C 2.25275 -1.49061 -0.95078 -0.211 0.210 -0.006
H 2.06628 -0.89711 1.09115 -0.401 0.230 0.070
H -0.90418 -1.36084 1.52694 -0.063 0.065 0.018
H -0.77523 -2.31163 0.03806 -0.066 0.118 0.003
H -2.12578 -1.19070 0.24283 -0.024 0.191 -0.028
H -2.55167 0.67244 -0.92376 0.248 -0.274 0.026
H -2.37985 1.75751 0.51628 -0.236 0.271 -0.147
H -1.60975 2.20289 -1.09198 -0.181 0.137 0.070
H 0.22266 2.81955 0.75708 -0.064 -0.056 0.020
H 1.74983 1.77117 0.79794 0.203 -0.079 0.274
H 1.77951 -1.52973 -1.92722 -0.040 -0.032 0.086
H 3.25476 -1.91394 -0.88645 -0.048 0.156 0.092
```
Positions in Å, forces in eV/Å.

The net atomic charges from natural (NBO), expressed in e, are: -0.411 -0.671 -0.397 0.367 -0.114 -0.591 -0.453 0.191 0.190 0.217 0.213 0.189 0.194 0.201 0.235 0.221 0.212 0.207